Below is a cluster of 2 separate species, C4H10N2O2 in total, with properties calculated with wB97M-V/def2-TZVPD.

Summary:
- F_max (eV Å⁻¹) = 0.761
- calculated total energy (eV) = -11384.5297
- HOMO level (spin up / spin down) (Eh) = -0.00108 / -0.13525
- net charge = -1
- spin multiplicity = 2

Positions of all 18 atoms, in Å:
O1 -1.09 1.73 0.25
C1 -1.10 1.39 1.50
C2 -0.54 0.10 2.03
N1 -1.25 -0.35 3.26
H1 -1.37 2.09 2.31
H2 -0.60 -0.67 1.26
H3 0.53 0.25 2.31
H4 -1.93 -1.05 2.99
H5 -0.58 -0.87 3.83
C3 1.27 -0.72 -0.96
N2 0.50 -0.01 -1.79
C4 0.43 -0.28 -3.20
O2 1.94 -1.69 -1.31
H6 1.23 -0.38 0.08
H7 -0.04 0.76 -1.39
H8 0.19 -1.32 -3.41
H9 1.40 -0.10 -3.67
H10 -0.32 0.38 -3.64

=====

Below is a cluster of 2 separate species, C4H10N2O2 in total at a distorted geometry, with properties calculated with wB97M-V/def2-TZVPD.

Summary:
- F_max (eV Å⁻¹) = 5.398
- calculated total energy (eV) = -11381.9446
- HOMO level (Eh) = -0.31352
- spin multiplicity = 1

Positions of all 18 atoms, in Å:
C1 2.12 0.85 0.36
C2 1.18 -0.30 0.24
O1 0.03 0.47 2.02
O2 1.76 -1.39 -0.33
N1 0.18 -0.59 1.08
H1 -0.67 0.13 2.60
H2 1.21 -2.16 -0.08
H3 1.57 1.79 0.33
H4 2.87 0.82 -0.43
H5 2.65 0.79 1.32
C3 -2.23 0.56 -0.45
C4 -1.16 -0.33 -0.98
N2 -1.37 -1.41 -1.62
H6 -0.55 -1.82 -2.06
H7 -0.07 0.19 -1.07
H8 -2.28 1.48 -1.04
H9 -3.20 0.07 -0.47
H10 -2.05 0.84 0.58

=====

Below is a cluster of 2 separate species, C4H10N2O2 in total at a distorted geometry, with properties calculated with wB97M-V/def2-TZVPD.

Summary:
- F_max (eV Å⁻¹) = 4.991
- calculated total energy (eV) = -11377.9527
- HOMO level (spin up / spin down) (Eh) = -0.31073 / -0.31059
- spin multiplicity = 1

Positions of all 18 atoms, in Å:
C1 -0.42 -0.35 -0.64
C2 0.40 -1.28 -1.49
C3 -2.03 1.22 0.19
C4 1.91 0.60 0.86
N1 -1.51 0.27 -0.88
N2 0.69 -0.04 1.22
O1 -2.08 0.06 -1.99
O2 1.07 -1.36 1.56
H1 -0.03 -2.30 -1.25
H2 0.23 -0.94 -2.59
H3 1.34 -1.18 -1.11
H4 -3.14 1.27 0.20
H5 -1.79 0.84 1.22
H6 -1.74 2.31 -0.06
H7 1.64 1.42 0.21
H8 2.34 0.99 1.79
H9 2.62 -0.05 0.40
H10 0.50 -1.47 2.35

=====

Below is an isolated molecule of C4H10N2O2 at a distorted geometry, with properties calculated with wB97M-V/def2-TZVPD.

Summary:
- F_max (eV Å⁻¹) = 1.398
- calculated total energy (eV) = -11385.8857
- HOMO level (Eh) = -0.34571
- spin multiplicity = 1

Positions of all 18 atoms, in Å:
N1 -1.29 0.21 1.57
C1 -0.17 -0.28 0.78
C2 -0.62 -1.11 -0.47
C3 0.58 -1.78 -1.11
O1 -1.37 -0.36 -1.39
C4 0.71 0.87 0.33
N2 1.87 1.02 0.99
O2 0.36 1.64 -0.55
H1 -2.14 -0.29 1.34
H2 -1.49 1.19 1.38
H3 0.35 -1.03 1.38
H4 -1.33 -1.85 -0.10
H5 0.20 -2.46 -1.88
H6 1.23 -1.09 -1.66
H7 1.17 -2.35 -0.39
H8 -0.97 0.51 -1.50
H9 2.27 0.36 1.60
H10 2.48 1.77 0.71

=====

Below is a cluster of 2 separate species, C4H10N2O2 in total at a distorted geometry, with properties calculated with wB97M-V/def2-TZVPD.

Summary:
- F_max (eV Å⁻¹) = 2.073
- calculated total energy (eV) = -11386.2469
- HOMO level (Eh) = -0.35435
- spin multiplicity = 1

Positions of all 18 atoms, in Å:
C1 -0.28 -1.28 1.99
C2 1.13 -0.79 1.90
O1 1.98 -1.41 1.31
N1 1.48 0.29 2.66
H1 2.40 0.67 2.51
H2 0.82 0.87 3.15
H3 -0.89 -0.68 2.68
H4 -0.34 -2.29 2.38
H5 -0.87 -1.15 1.09
C3 0.14 0.91 -2.81
C4 -1.06 0.84 -1.86
O2 -1.03 1.45 -0.81
N2 -2.11 0.06 -2.26
H6 -2.78 -0.30 -1.59
H7 -1.89 -0.53 -3.05
H8 -0.06 1.50 -3.70
H9 0.45 -0.08 -3.14
H10 0.87 1.33 -2.13

=====

Below is a structure of composition C4H10N2O2 at a distorted geometry, with properties calculated with wB97M-V/def2-TZVPD.

Summary:
- F_max (eV Å⁻¹) = 1.301
- calculated total energy (eV) = -11383.8401
- HOMO level (Eh) = -0.33052
- spin multiplicity = 1

Positions of all 18 atoms, in Å:
C1 0.12 -0.21 0.92
C2 0.21 1.19 1.42
C3 -0.69 -1.17 1.73
N1 0.79 -0.61 -0.12
C4 0.66 0.37 -1.50
N2 0.66 -0.51 -2.58
O1 -1.15 0.49 -1.12
O2 1.26 1.42 -1.48
H1 -1.50 1.37 -1.34
H2 0.70 -1.60 -0.35
H3 -0.23 -0.98 -2.69
H4 1.19 -0.14 -3.35
H5 0.90 1.19 2.27
H6 -0.76 1.52 1.77
H7 0.59 1.87 0.67
H8 -1.73 -1.01 1.46
H9 -0.59 -0.98 2.79
H10 -0.43 -2.21 1.51

=====

Below is a cluster of 2 separate species, C4H10N2O2 in total at a distorted geometry, with properties calculated with wB97M-V/def2-TZVPD.

Summary:
- F_max (eV Å⁻¹) = 5.886
- calculated total energy (eV) = -11383.0829
- HOMO level (Eh) = -0.35165
- spin multiplicity = 1

Positions of all 18 atoms, in Å:
C1 1.02 1.43 -1.06
C2 1.54 2.96 -1.37
C3 -1.06 -1.48 1.00
C4 -1.61 -2.74 1.72
H1 0.19 0.39 0.76
H2 0.09 2.23 0.67
H3 2.75 3.06 -1.51
H4 1.44 3.81 -0.79
H5 1.32 3.25 -2.48
H6 0.04 -0.99 -0.86
H7 -0.46 -2.48 -0.69
H8 -2.35 -3.47 0.94
H9 -2.41 -2.09 2.49
H10 -0.84 -3.51 2.27
N1 0.31 1.34 0.22
N2 -0.71 -1.48 -0.34
O1 1.24 0.46 -1.83
O2 -0.78 -0.49 1.62

=====

Below is an isolated molecule of C4H10N2O2 at a distorted geometry, with properties calculated with wB97M-V/def2-TZVPD.

Summary:
- F_max (eV Å⁻¹) = 1.469
- calculated total energy (eV) = -11383.7276
- HOMO level (Eh) = -0.26915
- spin multiplicity = 1

Positions of all 18 atoms, in Å:
N1 -2.49 0.86 -0.92
C1 -1.23 0.16 -0.67
C2 -1.11 -0.08 0.69
N2 -0.03 -0.76 1.20
C3 1.22 -1.00 0.48
C4 1.95 0.28 0.11
O1 3.21 0.04 -0.53
O2 -2.01 0.33 1.49
H1 -2.79 1.10 0.03
H2 -3.18 0.26 -1.35
H3 -2.38 1.69 -1.51
H4 3.17 -0.79 -1.01
H5 -0.67 -0.18 -1.53
H6 -0.01 -0.65 2.20
H7 1.87 -1.50 1.19
H8 0.89 -1.58 -0.38
H9 2.16 0.82 1.03
H10 1.42 0.99 -0.52

=====

Below is an isolated molecule of C4H10N2O2 at a distorted geometry, with properties calculated with wB97M-V/def2-TZVPD.

Summary:
- F_max (eV Å⁻¹) = 3.972
- calculated total energy (eV) = -11382.5230
- HOMO level (Eh) = -0.32681
- spin multiplicity = 1

Positions of all 18 atoms, in Å:
C1 -2.31 -1.36 -0.63
C2 -0.51 -0.82 0.83
C3 0.65 -1.57 1.55
C4 1.11 2.04 -0.51
H1 -2.79 -2.05 0.05
H2 -2.75 -0.36 -0.49
H3 -2.50 -1.61 -1.70
H4 -1.37 -0.81 1.58
H5 0.37 -2.57 1.90
H6 1.09 -0.94 2.35
H7 1.43 -1.75 0.75
H8 0.42 0.20 -1.07
H9 0.65 2.69 0.23
H10 2.31 1.63 -1.92
N1 0.77 0.69 -0.25
N2 1.91 2.47 -1.43
O1 -0.90 -1.35 -0.36
O2 -0.25 0.57 0.69

=====

Below is an isolated molecule of C4H10N2O2 at a distorted geometry, with properties calculated with wB97M-V/def2-TZVPD.

Summary:
- F_max (eV Å⁻¹) = 2.848
- calculated total energy (eV) = -11384.9439
- HOMO level (Eh) = -0.34955
- spin multiplicity = 1

Positions of all 18 atoms, in Å:
C1 0.08 0.37 0.35
C2 0.61 0.76 -1.03
C3 2.04 0.40 -1.48
O1 2.17 -0.91 -2.00
N1 -1.39 0.11 0.30
C4 -1.86 -0.86 1.22
N2 -1.68 -0.49 2.52
O2 -2.45 -1.86 0.89
H1 0.60 -0.48 0.83
H2 0.25 1.27 0.96
H3 0.50 1.86 -1.10
H4 0.05 0.20 -1.82
H5 2.79 0.59 -0.72
H6 2.41 1.06 -2.28
H7 1.35 -1.39 -2.10
H8 -1.63 0.03 -0.67
H9 -1.80 -1.07 3.32
H10 -2.04 0.42 2.81